# 1
Computed, not measured: C37H69FNO15S7 as an isolated structure at a distorted geometry, with the ωB97M-V functional and the def2-TZVPD basis.

The orbital gap comes out at 9.15 eV. Its relative energy (zero: lowest compared OMol25 entry of this formula, charge and spin) is 102.5 kcal per mole. The charge is +1. The LUMO energy comes out at -1.54 eV.

Atoms and positions in Å:
C 0.778 0.075 -1.884
C -0.437 -0.339 -1.013
O -1.391 -0.843 -1.613
N -0.318 -0.285 0.573
H 0.394 -1.036 0.795
H -0.188 0.602 0.834
C -1.604 -0.843 1.186
H 0.836 -0.015 -2.889
H 1.791 -0.506 -1.652
H 1.007 1.271 -1.840
H -1.757 -1.954 1.043
H -2.504 -0.305 0.945
H -1.559 -0.923 2.214
F 3.401 1.430 -5.530
C 2.875 2.508 -4.964
C 2.598 2.610 -3.556
C 1.979 3.753 -3.048
C 1.374 4.657 -3.926
C 1.527 4.545 -5.277
C 2.247 3.528 -5.859
H 3.144 2.246 -2.808
H 1.895 3.905 -1.965
H 0.435 5.379 -3.652
H 0.952 4.985 -5.892
H 2.190 3.458 -7.021
C -4.579 -4.309 1.561
C -4.463 -5.800 1.717
C -3.179 -6.099 1.884
S -2.368 -4.692 2.520
O -1.302 -4.216 1.687
O -2.104 -4.936 3.979
C -3.799 -3.582 2.493
H -5.501 -3.948 1.577
H -4.172 -4.235 0.613
H -4.708 -6.364 1.019
H -4.880 -6.026 2.766
H -2.620 -6.203 0.939
H -3.236 -6.897 2.416
H -3.598 -2.601 2.279
H -4.409 -3.730 3.374
C 5.139 0.780 2.781
C 4.301 2.048 2.408
C 4.086 2.141 1.015
S 3.745 0.441 0.556
O 4.196 0.491 -0.793
O 2.392 -0.020 0.899
C 5.050 -0.211 1.639
H 5.093 0.386 3.891
H 6.252 1.010 2.771
H 4.609 2.839 3.107
H 3.214 1.744 2.806
H 4.843 2.385 0.458
H 3.068 2.802 0.903
H 5.751 -0.239 0.708
H 4.758 -1.280 1.860
C 0.646 -2.633 5.938
C 1.064 -3.417 4.661
C 1.218 -2.626 3.607
S 1.535 -0.989 4.141
O 0.708 -0.092 3.485
O 2.942 -0.740 4.208
C 1.088 -1.086 5.899
H 0.859 -3.166 6.995
H -0.515 -2.580 5.763
H 0.669 -4.295 4.402
H 2.189 -3.628 4.821
H 0.353 -2.339 3.014
H 2.131 -3.075 2.843
H 0.358 -0.410 6.131
H 1.994 -0.903 6.532
C -4.194 3.212 -0.962
C -3.361 3.292 -2.159
C -2.038 3.768 -1.817
S -1.821 3.274 -0.127
O -1.878 4.401 0.782
O -0.694 2.360 0.003
C -3.301 2.360 0.157
H -5.232 2.763 -1.154
H -4.254 4.207 -0.654
H -3.966 3.798 -3.038
H -3.095 2.272 -2.610
H -2.194 4.852 -1.824
H -1.173 3.478 -2.506
H -3.546 2.327 1.032
H -3.269 1.331 0.033
C 2.857 -4.745 -2.437
C 2.239 -5.433 -1.373
C 2.660 -5.010 -0.151
S 2.753 -3.293 -0.389
O 3.838 -2.826 0.442
O 1.494 -2.664 -0.182
C 3.140 -3.241 -2.033
H 2.292 -4.816 -3.293
H 3.861 -5.253 -2.568
H 2.628 -6.420 -1.711
H 1.120 -5.412 -1.228
H 3.808 -5.201 0.232
H 2.042 -5.436 0.656
H 4.207 -3.186 -2.141
H 2.733 -2.445 -2.718
C -2.120 4.271 5.288
C -0.673 4.468 4.953
C -0.213 3.247 4.419
S -1.551 2.166 4.040
O -1.692 1.147 5.036
O -1.227 1.781 2.723
C -2.704 3.428 4.163
H -2.607 5.140 5.384
H -2.239 3.581 6.225
H -0.229 4.547 5.963
H -0.487 5.438 4.275
H 0.198 2.652 5.330
H 0.553 3.471 3.765
H -3.680 3.097 4.376
H -2.792 3.989 3.319
C -1.946 0.568 -8.193
C -0.867 1.429 -8.103
C -1.051 2.323 -7.064
S -1.908 1.481 -5.756
O -2.985 2.147 -5.257
O -0.820 1.024 -4.940
C -2.389 0.065 -6.735
H -2.096 -0.362 -8.744
H -2.865 1.137 -8.350
H -0.927 1.998 -9.041
H 0.033 1.039 -7.933
H -1.543 3.181 -7.266
H -0.021 2.654 -6.537
H -3.425 -0.083 -6.548
H -1.906 -0.892 -6.467

***

# 2
Computed, not measured: C31H32BN10PReS4 as an isolated structure at a distorted geometry, with the ωB97M-V functional and the def2-TZVPD basis.

The orbital gap (spin up / spin down) comes out at 5.87 / 6.11 eV. Its relative energy (zero: lowest compared OMol25 entry of this formula, charge and spin) is 6.5 kcal per mole. The charge is +1. The LUMO energy (spin up / spin down) comes out at -4.36 / -4.03 eV.

Atoms and positions in Å:
Re -0.355 0.112 0.898
C -2.400 -2.220 -2.088
C -1.530 -1.199 -1.717
N -1.297 -1.267 -0.404
N -1.983 -2.331 0.088
C -2.655 -2.913 -0.920
B -1.668 -2.863 1.526
N -2.138 -1.820 2.565
C -2.873 -1.929 3.692
C -2.940 -0.688 4.290
C -2.202 0.151 3.459
N -1.722 -0.536 2.422
N -0.104 -2.884 1.597
C 0.744 -3.891 1.846
C 2.039 -3.429 1.692
C 1.902 -2.093 1.338
N 0.604 -1.774 1.291
N -2.195 -4.265 1.693
C -1.906 -5.315 0.868
C -2.509 -6.429 1.380
C -3.154 -5.969 2.550
N -2.960 -4.680 2.736
H -2.777 -2.433 -3.074
H -1.091 -0.414 -2.316
H -3.283 -3.772 -0.745
H -3.282 -2.884 3.971
H -3.458 -0.424 5.197
H -1.989 1.204 3.554
H 0.379 -4.872 2.111
H 2.952 -3.985 1.825
H 2.658 -1.363 1.098
H -1.299 -5.190 -0.016
H -2.484 -7.431 0.983
H -3.750 -6.533 3.252
C -1.935 4.666 1.709
C -1.792 3.261 1.190
S -0.377 2.461 1.550
C -2.735 2.615 0.420
C -4.043 3.222 -0.013
S -2.391 1.085 -0.135
H -1.041 4.966 2.251
H -2.789 4.735 2.386
H -2.091 5.368 0.888
H -4.215 4.181 0.473
H -4.870 2.554 0.228
H -4.046 3.378 -1.094
N 2.892 1.283 3.520
C 2.316 0.339 4.349
C 1.249 -0.144 3.668
N 1.175 0.502 2.449
C 2.180 1.353 2.387
H 3.704 1.836 3.737
H 2.712 0.098 5.319
H 0.534 -0.895 3.965
H 2.399 2.007 1.559
S -0.435 2.934 -2.048
P 1.161 1.817 -2.201
S 1.407 0.330 -0.772
C 2.710 2.777 -2.190
C 2.862 3.725 -3.204
C 4.021 4.479 -3.278
C 5.033 4.297 -2.343
C 4.886 3.356 -1.336
C 3.724 2.593 -1.258
C 1.245 0.938 -3.788
C 0.305 1.185 -4.780
C 0.417 0.543 -6.009
C 1.459 -0.342 -6.240
C 2.398 -0.592 -5.244
C 2.295 0.048 -4.020
H 2.067 3.872 -3.927
H 4.139 5.212 -4.067
H 5.940 4.885 -2.404
H 5.678 3.206 -0.612
H 3.610 1.841 -0.489
H -0.506 1.877 -4.587
H -0.310 0.739 -6.787
H 1.545 -0.836 -7.200
H 3.210 -1.285 -5.424
H 3.027 -0.139 -3.241

***

# 3
Computed, not measured: C28H68AlBIO10 as an isolated structure, with the ωB97M-V functional and the def2-TZVPD basis.

The orbital gap comes out at 6.75 eV. The charge is -1. The LUMO energy comes out at 2.26 eV.

Atoms and positions in Å:
C -2.536 -1.212 -3.511
C -3.458 -1.155 -2.283
C -4.202 0.174 -2.096
C -4.142 0.711 -0.675
C -4.888 2.048 -0.523
C -4.073 3.189 0.060
C -3.424 2.854 1.402
C -1.938 3.227 1.534
C -1.078 2.000 1.746
C 0.394 2.270 1.973
C 1.053 3.242 0.992
Al 1.214 2.740 -0.966
I 0.328 0.324 -1.450
B 0.150 4.175 -2.160
O -1.240 4.412 -2.008
O 0.780 4.991 -3.055
C 0.052 5.955 -3.806
H -2.989 -1.788 -4.312
H -1.593 -1.688 -3.261
H -2.314 -0.221 -3.890
H -2.865 -1.358 -1.396
H -4.193 -1.946 -2.398
H -3.806 0.926 -2.777
H -5.253 0.040 -2.347
H -4.631 -0.031 -0.047
H -3.102 0.793 -0.367
H -5.792 1.905 0.066
H -5.234 2.352 -1.511
H -3.328 3.513 -0.664
H -4.753 4.028 0.195
H -3.537 1.790 1.600
H -3.981 3.360 2.189
H -1.628 3.754 0.637
H -1.828 3.887 2.393
H -1.467 1.480 2.624
H -1.225 1.325 0.903
H 0.521 2.634 2.999
H 0.919 1.315 1.933
H 2.083 3.374 1.332
H 0.590 4.223 1.089
H 2.768 2.750 -1.392
H -1.723 3.641 -2.322
H -0.709 5.487 -4.423
H 0.761 6.451 -4.461
H -0.412 6.695 -3.163
C 5.522 1.624 0.467
O 5.333 2.944 0.004
C 5.358 3.909 1.029
C 6.668 4.660 1.056
O 7.756 3.813 1.407
C 8.524 3.399 0.296
H 5.645 0.982 -0.404
H 6.410 1.543 1.102
H 4.645 1.284 1.029
H 5.182 3.442 2.005
H 4.542 4.615 0.841
H 6.613 5.456 1.807
H 6.848 5.124 0.081
H 9.108 4.234 -0.111
H 7.893 2.984 -0.493
H 9.211 2.628 0.644
C -3.528 -3.293 -0.145
O -2.244 -3.082 -0.691
C -1.191 -3.283 0.240
C -0.505 -4.609 0.024
O -1.370 -5.708 0.292
C -1.898 -6.283 -0.888
H -4.241 -3.269 -0.969
H -3.599 -4.264 0.355
H -3.783 -2.498 0.567
H -1.572 -3.218 1.264
H -0.468 -2.476 0.093
H 0.351 -4.683 0.701
H -0.133 -4.665 -1.003
H -1.118 -6.827 -1.436
H -2.339 -5.529 -1.543
H -2.675 -6.988 -0.594
C 6.520 0.091 7.028
O 6.730 1.468 6.788
C 7.609 1.727 5.704
C 6.870 2.101 4.441
O 6.106 1.012 3.946
C 4.721 1.132 4.225
H 5.719 0.008 7.760
H 6.227 -0.436 6.117
H 7.423 -0.377 7.439
H 8.244 0.856 5.513
H 8.255 2.561 5.999
H 7.596 2.378 3.670
H 6.229 2.970 4.622
H 4.276 1.935 3.628
H 4.542 1.333 5.285
H 4.244 0.192 3.954
C -4.601 -4.630 -4.158
O -4.784 -5.275 -2.910
C -6.141 -5.418 -2.535
C -6.634 -6.830 -2.748
O -6.673 -7.179 -4.122
C -5.575 -7.968 -4.537
H -3.548 -4.722 -4.417
H -5.206 -5.093 -4.942
H -4.850 -3.566 -4.088
H -6.770 -4.714 -3.088
H -6.218 -5.176 -1.470
H -7.652 -6.916 -2.356
H -5.997 -7.528 -2.196
H -5.635 -8.977 -4.111
H -4.623 -7.516 -4.250
H -5.621 -8.043 -5.622

***

> The lowest charge belongs to which entry?

C28H68AlBIO10

***

> What is the charge in the first record?

+1

***

> What is the charge in the third record?

-1